A molecular structure, C21H20Cl3O6RuS3Si, computed with ωB97M-V/def2-TZVPD.

```
! RIJCOSX wB97M-V def2-TZVPD def2/J DEFGRID3
* xyz -2 2
Ru -0.68492 -0.52183 1.20824
O 2.36541 -0.23964 -1.83186
C 1.37354 -0.79649 -1.35212
O 0.67496 -0.29711 -0.40661
C 0.89574 -2.06277 -2.06103
C -0.10673 -1.61472 -3.15156
C -0.38138 -2.75483 -4.15331
C -1.36768 -3.63848 -3.34886
C -1.35224 -2.91282 -1.99620
O -1.32946 -1.54504 -2.42142
C 0.02903 -3.13471 -1.34117
C -0.00496 -3.26667 0.18546
O 0.61784 -4.20505 0.67245
O -0.79148 -2.50440 0.86229
H 1.78616 -2.50829 -2.50250
H 0.12525 -0.64767 -3.59220
H 0.53564 -3.27714 -4.43395
H -0.84501 -2.36479 -5.06046
H -1.05122 -4.67981 -3.26889
H -2.36891 -3.60700 -3.78005
H -2.20665 -3.08327 -1.34743
H 0.41098 -4.10832 -1.65187
S -1.68327 -0.31483 3.26789
C -0.33501 -0.02146 4.37002
C -0.62405 0.42038 5.66222
C 0.37923 0.65705 6.59055
C 1.70693 0.45453 6.22243
C 2.00816 0.02312 4.93940
C 1.00760 -0.22203 3.98751
S 1.41447 -0.78210 2.37817
H -1.66396 0.58121 5.92730
H 0.12881 1.00491 7.58688
H 2.50651 0.63746 6.93296
H 3.03992 -0.13447 4.64301
C 0.96888 3.70058 1.49637
S 0.98629 2.05143 0.78029
O -0.38321 1.57496 1.27252
C 0.75471 2.57273 -0.91900
C -0.52730 2.67199 -1.41990
C -0.70587 3.05556 -2.74186
C 0.39368 3.34858 -3.53674
C 1.67955 3.23883 -3.01916
C 1.86699 2.83149 -1.70659
H 0.00990 4.16788 1.27116
H 1.79529 4.27188 1.07272
H 1.09477 3.58087 2.57038
H -1.37054 2.42000 -0.79474
H -1.70949 3.09521 -3.14544
H 0.25099 3.63802 -4.57137
H 2.53956 3.42898 -3.64980
H 2.86233 2.66461 -1.31437
Cl -4.05420 -2.07704 0.14770
Si -2.92668 -0.28187 0.37250
Cl -3.44172 0.67947 -1.48600
Cl -4.29316 0.83290 1.58612
*
```

Summary:
Energy relative to the best compared isomer or geometry (same formula, charge and spin), kJ/mol: 165.4
HOMO level (alpha / beta), eV: -1.25 / -1.52
<S²>: 0.7565
HOMO-LUMO gap (alpha / beta), eV: 5.5 / 5.7

2 unconnected molecules or ions with the total composition C4H4, computed with ωB97M-V/def2-TZVPD.

```
! RIJCOSX wB97M-V def2-TZVPD def2/J DEFGRID3
* xyz 0 1
C -1.10292 0.87640 -0.94104
C -0.32051 1.25626 -1.77280
C 0.76881 -0.57023 1.04047
C 0.60852 -1.58485 1.55672
H -1.80157 0.54564 -0.20486
H 0.38218 1.60855 -2.48989
H 0.84347 0.37500 0.54833
H 0.62202 -2.50676 2.26308
*
```

Summary:
SMILES string: C#C.C#C
Energy relative to the best compared isomer or geometry (same formula, charge and spin), kJ/mol: 220.5
HOMO level, eV: -10.54
HOMO-LUMO gap, eV: 11.8

C16H18O2 in the gas phase, computed with ωB97M-V/def2-TZVPD.

```
! RIJCOSX wB97M-V def2-TZVPD def2/J DEFGRID3
* xyz 0 1
C -2.53210 -1.52523 0.34420
O -1.44794 -1.18899 -0.59158
C -0.20648 -0.84404 -0.14785
C 0.82529 -1.01706 -1.22671
C 2.19181 -0.96335 -0.93157
C 3.10358 -1.32694 -1.92827
C 2.64855 -1.65792 -3.21022
C 3.66294 -2.06779 -4.24508
C 1.27284 -1.72596 -3.47142
C 0.35185 -1.29011 -2.51640
H -3.31828 -1.98234 -0.25892
H -2.18319 -2.26951 1.07595
H -2.94718 -0.63947 0.89817
H 0.10539 -1.18468 0.86064
H 2.44408 -0.62340 0.07731
H 4.15265 -1.44323 -1.63963
H 3.15748 -2.31686 -5.18754
H 4.32322 -1.20778 -4.44957
H 4.31876 -2.91881 -3.96839
H 0.93505 -2.21510 -4.38708
H -0.72667 -1.23421 -2.74146
C -0.98739 1.96277 4.70922
C -1.23503 2.01333 3.22295
C -2.25448 2.81835 2.75192
C -2.44392 3.02485 1.39108
C -1.70995 2.29129 0.47506
C -0.72705 1.38283 0.91908
O -0.02519 0.76786 -0.04600
C -0.45021 1.29036 2.30567
H -0.06822 1.42608 4.97706
H -0.92578 2.98480 5.10873
H -1.82889 1.49339 5.24222
H -2.84050 3.36181 3.47836
H -3.16410 3.76457 1.05153
H -1.85391 2.39345 -0.58884
H 0.38296 0.66704 2.64736
*
```

Summary:
SMILES string: CO[C@H](Oc1cccc(C)c1)c1ccc(C)cc1
Energy relative to the best compared isomer or geometry (same formula, charge and spin), kJ/mol: 0.0
HOMO level, eV: -8.30
HOMO-LUMO gap, eV: 9.1

2 unconnected molecules or ions with the total composition C3H3N2O, computed with ωB97M-V/def2-TZVPD.

```
! RIJCOSX wB97M-V def2-TZVPD def2/J DEFGRID3
* xyz 1 1
C 0.85625 -1.31770 0.22040
C 2.95725 -0.02441 0.03528
C -1.85720 1.14222 -0.12805
N 1.85483 -0.61223 0.10767
N -1.72450 -0.05896 0.08802
O 3.84406 0.64852 -0.06993
H -2.78554 1.63806 -0.20632
H -2.45218 -0.81056 -0.25437
H -0.69298 -0.60493 0.20729
*
```

Summary:
Energy relative to the best compared isomer or geometry (same formula, charge and spin), kJ/mol: 572.1
HOMO level (alpha / beta), eV: -12.25 / -15.42
HOMO-LUMO gap (alpha / beta), eV: 5.5 / 10.3

2 unconnected molecules or ions with the total composition C4H12, computed with ωB97M-V/def2-TZVPD.

```
! RIJCOSX wB97M-V def2-TZVPD def2/J DEFGRID3
* xyz 1 2
C -1.79796 -1.56053 1.50024
C -1.34238 -0.16666 1.89342
H -2.20859 -2.10225 2.35396
H -2.56447 -1.52445 0.71894
H -1.00662 -2.20167 1.10824
H -2.18555 0.51531 1.93948
H -0.77599 -0.16448 2.82993
H -0.62484 0.22137 1.14039
C 0.98525 1.15423 -1.98439
C 2.18435 0.71583 -1.30933
H 0.74157 0.57901 -2.97485
H 0.05620 0.72891 -1.53298
H 0.96659 2.18585 -2.33611
H 2.59624 -0.24512 -1.73906
H 1.96693 0.44549 -0.25627
H 3.00929 1.41918 -1.35162
*
```

Summary:
Energy relative to the best compared isomer or geometry (same formula, charge and spin), kJ/mol: 46.1
HOMO level (alpha / beta), eV: -14.79 / -14.75
<S²>: 0.7531
HOMO-LUMO gap (alpha / beta), eV: 11.2 / 3.3

C5H12O3SSi in the gas phase, computed with ωB97M-V/def2-TZVPD.

```
! RIJCOSX wB97M-V def2-TZVPD def2/J DEFGRID3
* xyz 0 1
C -1.59434 1.24199 2.38701
C -0.16822 0.91264 2.89847
C -0.75539 -1.46633 -1.27699
C 2.42302 -1.02228 -1.47397
C 0.12610 1.48575 -1.71402
O 0.80996 0.11314 0.56535
O -0.36422 -1.73682 1.58870
O -1.59312 0.39061 1.20914
Si 0.70339 -0.25932 -1.12706
S -0.19613 -0.31012 1.66631
H -2.31763 1.10453 3.21043
H -1.85388 2.23743 1.90384
H 0.05463 0.42550 3.94715
H -0.46051 -2.41776 -1.21203
H -1.51579 -1.16558 -0.53021
H -1.34725 -1.41415 -2.28120
H 2.36608 -1.57751 -2.32713
H 3.15112 -0.11421 -1.41448
H 2.59229 -1.76171 -0.60987
H -0.35579 1.49333 -2.70697
H -0.63499 1.77651 -0.91932
H 0.93068 2.06435 -1.78315
*
```

Summary:
Energy relative to the best compared isomer or geometry (same formula, charge and spin), kJ/mol: 291.5
HOMO level, eV: -8.16
HOMO-LUMO gap, eV: 8.8

C4H4BrFOS in the gas phase, computed with ωB97M-V/def2-TZVPD.

```
! RIJCOSX wB97M-V def2-TZVPD def2/J DEFGRID3
* xyz 0 1
C 0.26460 -1.50086 -0.70753
C -0.44383 -2.52138 -0.27324
C -0.05351 -0.21581 -0.12328
C -1.37998 -0.25030 0.60552
O -1.38594 0.53245 1.72795
F -0.31816 -3.80359 -0.69285
S -1.69968 -1.99180 1.01229
Br -2.91321 0.40866 -0.54051
H 0.97235 -1.46686 -1.40092
H 0.81182 0.01025 0.62263
H -0.00138 0.48306 -1.03312
H -1.28082 -0.05452 2.58992
*
```

Summary:
SMILES string: O[C@@]1(Br)CC=C(F)S1
Energy relative to the best compared isomer or geometry (same formula, charge and spin), kJ/mol: 34.8
HOMO level, eV: -9.00
HOMO-LUMO gap, eV: 9.4

A molecular structure, F3In, computed with ωB97M-V/def2-TZVPD.

```
! RIJCOSX wB97M-V def2-TZVPD def2/J DEFGRID3
* xyz -1 2
In 0.27856 -2.96716 -10.78468
F -0.54027 -4.42172 -13.24712
F 2.11000 -3.44237 -8.46349
F 1.37294 -0.21491 -10.84082
*
```

Summary:
HOMO level (alpha / beta), eV: -7.19 / -5.64
<S²>: 0.7990
HOMO-LUMO gap (alpha / beta), eV: 9.7 / 4.6

Copy entry 3 word for word.
C16H18O2 in the gas phase, computed with ωB97M-V/def2-TZVPD.

```
! RIJCOSX wB97M-V def2-TZVPD def2/J DEFGRID3
* xyz 0 1
C -2.53210 -1.52523 0.34420
O -1.44794 -1.18899 -0.59158
C -0.20648 -0.84404 -0.14785
C 0.82529 -1.01706 -1.22671
C 2.19181 -0.96335 -0.93157
C 3.10358 -1.32694 -1.92827
C 2.64855 -1.65792 -3.21022
C 3.66294 -2.06779 -4.24508
C 1.27284 -1.72596 -3.47142
C 0.35185 -1.29011 -2.51640
H -3.31828 -1.98234 -0.25892
H -2.18319 -2.26951 1.07595
H -2.94718 -0.63947 0.89817
H 0.10539 -1.18468 0.86064
H 2.44408 -0.62340 0.07731
H 4.15265 -1.44323 -1.63963
H 3.15748 -2.31686 -5.18754
H 4.32322 -1.20778 -4.44957
H 4.31876 -2.91881 -3.96839
H 0.93505 -2.21510 -4.38708
H -0.72667 -1.23421 -2.74146
C -0.98739 1.96277 4.70922
C -1.23503 2.01333 3.22295
C -2.25448 2.81835 2.75192
C -2.44392 3.02485 1.39108
C -1.70995 2.29129 0.47506
C -0.72705 1.38283 0.91908
O -0.02519 0.76786 -0.04600
C -0.45021 1.29036 2.30567
H -0.06822 1.42608 4.97706
H -0.92578 2.98480 5.10873
H -1.82889 1.49339 5.24222
H -2.84050 3.36181 3.47836
H -3.16410 3.76457 1.05153
H -1.85391 2.39345 -0.58884
H 0.38296 0.66704 2.64736
*
```

Summary:
SMILES string: CO[C@H](Oc1cccc(C)c1)c1ccc(C)cc1
Energy relative to the best compared isomer or geometry (same formula, charge and spin), kJ/mol: 0.0
HOMO level, eV: -8.30
HOMO-LUMO gap, eV: 9.1